Record 1
Entry from the OMol25 dataset: a 2-piece molecular cluster, H2N2O2 overall (ωB97M-V/def2-TZVPD).

Atoms and positions in Å:
N: -0.132 0.192 -0.144
N: -3.565 5.264 -5.009
O: -2.480 5.880 -5.116
O: -4.568 5.887 -4.165
H: -0.601 1.231 -0.291
H: 0.443 0.086 -0.977

Results
HOMO energy: 1.27 eV
Lowest unoccupied orbital energy: 0.2707 Eh
2S+1: 1
Total charge: -2
Total energy: -7101.9077 eV

Atom charges from the natural (NBO) analysis, given in e for atoms 1 to 2: -1.504, 0.230

Record 2
Entry from the OMol25 dataset: a 2-piece molecular cluster, H2N2O3 overall (ωB97M-V/def2-TZVPD).

Atoms and positions in Å:
N: 0.040 -0.184 -0.279
N: -2.166 -1.407 0.743
O: -2.500 -1.621 -0.370
O: -2.825 -1.699 1.743
O: -1.144 -0.706 1.127
H: -0.324 0.695 -0.541
H: 0.739 0.235 0.311

Results
HOMO energy (alpha / beta): -10.97 / -10.96 eV
Lowest unoccupied orbital energy (alpha / beta): -0.0804 / -0.0807 Eh
2S+1: 1
Total charge: 0
Total energy: -9147.6266 eV

Atom charges from the natural (NBO) analysis, given in e for atoms 1 to 2: -0.391, 0.711

Record 3
Entry from the OMol25 dataset: one molecule with the formula H2N2O3S (ωB97M-V/def2-TZVPD).

Atoms and positions in Å:
O: 0.648 1.695 -0.867
N: 0.869 0.915 0.032
O: 1.646 1.023 0.936
N: 0.081 -0.398 -0.046
O: 0.069 -1.146 1.085
S: -1.467 -0.295 -0.813
H: -0.680 -0.964 1.689
H: -1.165 -0.830 -2.017

Results
HOMO energy: -10.20 eV
Lowest unoccupied orbital energy: 0.0079 Eh
2S+1: 1
Total charge: 0
SMILES: O=[N+]([O-])N(O)S
Total energy: -19984.3970 eV

Atom charges from the natural (NBO) analysis, given in e for atoms 1 to 2: -0.353, 0.615

Record 4
Entry from the OMol25 dataset: H2N2O3S as an isolated structure (ωB97M-V/def2-TZVPD).

Atoms and positions in Å:
N: -0.607 -0.341 0.923
N: -0.441 0.272 -1.152
O: 1.461 1.161 0.349
O: 1.583 -1.202 -0.233
O: -1.250 0.633 -0.130
S: 0.802 -0.020 0.016
H: -0.835 0.084 1.812
H: -0.714 -0.586 -1.583

Results
HOMO energy: -10.91 eV
Lowest unoccupied orbital energy: 0.0049 Eh
2S+1: 1
Total charge: 0
Total energy: -19985.0858 eV

Atom charges from the natural (NBO) analysis, given in e for atoms 1 to 2: -0.565, -0.511

Record 5
Entry from the OMol25 dataset: a 2-piece molecular cluster, H2N2O3S overall (ωB97M-V/def2-TZVPD).

Atoms and positions in Å:
N: -0.108 1.652 0.329
N: -0.519 0.664 -0.097
O: 2.808 -0.331 0.423
O: 4.715 0.932 -0.428
O: 0.222 -0.508 -0.490
S: 4.268 -0.341 0.114
H: -1.383 0.375 -0.466
H: 1.147 -0.351 -0.190

Results
HOMO energy: -9.00 eV
Lowest unoccupied orbital energy: -0.0762 Eh
2S+1: 1
Total charge: 0
Total energy: -19986.4442 eV

Atom charges from the natural (NBO) analysis, given in e for atoms 1 to 2: -0.206, 0.033

Record 6
Entry from the OMol25 dataset: H2N2O3S as an isolated structure (ωB97M-V/def2-TZVPD).

Atoms and positions in Å:
N: 0.823 0.864 1.210
N: -1.295 -0.187 -0.761
O: -2.087 0.355 -0.036
O: -1.234 -0.203 -1.974
O: 1.020 -1.624 -0.703
S: 0.082 -1.105 0.232
H: 1.589 0.701 1.755
H: 1.102 1.198 0.276

Results
HOMO energy (alpha / beta): -8.57 / -10.47 eV
Expectation value of S²: 2.0093
Lowest unoccupied orbital energy (alpha / beta): 0.0052 / -0.1109 Eh
2S+1: 3
Total charge: 0
Total energy: -19982.9132 eV

Atom charges from the natural (NBO) analysis, given in e for atoms 1 to 2: -0.637, 0.367

It is found that the F_max values, taken in the order of the records, are 5.44; 5.65; 1.33; 3.25; 4.23; 3.70 eV Å⁻¹.
It is found that the energy above the lowest of the compared OMol25 structures with the same formula, charge and spin values, taken in the order of the records, are 21.6; 60.2; 80.5; 64.7; 33.3; 66.2 kcal/mol.